1.
C5H10N2 | ωB97M-V/def2-TZVPD

Values from the calculation:
orbital gap	9.244	eV
largest force on an atom	1.4	eV Å⁻¹
energy relative to the best compared isomer or geometry (same formula, charge and spin)	86.4	kcal per mole
net charge	0
LUMO	1.04	eV
highest occupied orbital energy	-8.20	eV
structure (SMILES)	C=CNN.C#CC
DFT total energy	-8323.5862	eV

CARTESIAN COORDINATES (ANGSTROEM)
C  0.38482  -1.65940  -1.41185
C  -0.35978  -0.56508  -1.59882
N  -1.16427  0.01298  -0.64083
N  -1.61157  -0.73153  0.47338
H  1.34260  -1.67832  -1.97990
H  0.28147  -2.28608  -0.54182
H  -0.17653  0.09324  -2.43802
H  -1.89394  0.62214  -0.98702
H  -1.95750  -1.64915  0.17500
H  -0.79893  -0.90686  1.06030
C  1.94450  0.21491  0.33298
C  1.12807  0.90958  0.88524
C  0.21260  1.82546  1.52891
H  2.75452  -0.38781  0.04409
H  -0.00563  2.65798  0.86104
H  -0.72425  1.32692  1.77865
H  0.64383  2.20103  2.45867



2.
C23H50InNO6P2Si | ωB97M-V/def2-TZVPD

Values from the calculation:
orbital gap (spin up / spin down)	4.598 / 6.243	eV
largest force on an atom	2.0	eV Å⁻¹
energy relative to the best compared isomer or geometry (same formula, charge and spin)	0.0	kcal per mole
net charge	+2
LUMO (spin up / spin down)	-9.96 / -8.35	eV
highest occupied orbital energy (spin up / spin down)	-14.56 / -14.59	eV
DFT total energy	-70056.3104	eV

CARTESIAN COORDINATES (ANGSTROEM)
In  -0.68274  -0.99127  -0.63108
P  1.09813  -1.29626  -2.51133
C  1.53240  -3.00497  -2.52613
C  1.34133  -3.76518  -1.34778
N  0.48737  -3.31998  -0.35790
C  0.28219  -4.06862  0.72611
C  0.96377  -5.27398  0.94616
C  1.85913  -5.73429  -0.02180
C  2.03909  -4.99938  -1.17881
C  -0.70388  -3.61565  1.80463
P  -1.98617  -2.49077  1.12987
H  2.71457  -5.30677  -1.97498
H  0.75143  -5.81498  1.86941
H  2.38493  -6.66823  0.13424
H  -1.16767  -4.52384  2.22971
H  -0.15614  -3.09635  2.61431
H  -0.09313  -4.44141  -3.96403
H  2.17607  -3.47343  -3.28251
H  -2.75098  -3.63105  -3.55035
O  -0.99978  -4.59381  -4.29907
H  -0.86978  -5.19371  -5.06149
H  -2.08081  -1.10406  -1.67715
O  -3.27113  -2.85430  -3.23955
H  -3.51430  -3.07126  -2.30956
C  -3.27672  -3.62343  0.49985
H  -3.68878  -4.26303  1.29885
H  -4.07890  -2.99011  0.08952
H  -2.85244  -4.25813  -0.29473
C  -2.70677  -1.63377  2.56657
H  -3.51597  -1.00235  2.16836
H  -3.12790  -2.32877  3.31238
H  -1.94511  -1.00388  3.05111
C  2.56356  -0.26938  -2.12962
H  3.32377  -0.33859  -2.92657
H  2.24436  0.77597  -2.00074
H  2.99971  -0.62024  -1.18174
C  0.37005  -0.73218  -4.07786
H  0.20022  0.35102  -3.99230
H  1.04055  -0.93465  -4.92570
H  -0.58937  -1.25154  -4.21950
C  -3.06681  2.44911  -0.78311
C  -1.56549  2.65279  -0.96643
C  -1.13754  2.32482  -2.38813
C  -1.18303  4.09034  -0.66919
O  -0.89767  1.73268  -0.04480
Si  0.55632  1.47146  0.68149
O  0.69229  -0.13768  0.65196
O  1.69918  2.27688  -0.18875
C  2.87629  3.05644  0.19053
C  4.09959  2.14660  0.21435
C  3.01952  4.17471  -0.83653
C  2.70905  3.65086  1.57512
O  0.58193  2.07552  2.19293
C  -0.32447  2.02929  3.33491
C  -0.01374  0.81904  4.21316
C  -0.07346  3.34885  4.06221
C  -1.76119  1.93775  2.85049
H  -3.57785  3.09506  -1.51075
H  -3.39195  2.74263  0.22226
H  -3.37176  1.40938  -0.95934
H  -1.65913  3.00473  -3.07898
H  -0.05528  2.46204  -2.49396
H  -1.38631  1.29025  -2.64922
H  -1.44967  4.39077  0.34949
H  -0.11123  4.26420  -0.82138
H  -1.74854  4.72079  -1.36926
H  4.27903  1.67404  -0.75565
H  4.97430  2.75882  0.47877
H  3.97644  1.35673  0.96586
H  2.15915  4.85584  -0.81144
H  3.91929  4.76061  -0.60422
H  3.12448  3.78755  -1.85645
H  1.80550  4.26368  1.64529
H  2.66974  2.87634  2.34807
H  3.57263  4.30319  1.78845
H  1.00861  0.85400  4.60629
H  -0.71354  0.81982  5.06448
H  -0.12215  -0.11984  3.65656
H  -0.28211  4.19374  3.39098
H  -0.72583  3.42182  4.94154
H  0.97244  3.42315  4.38519
H  -2.02463  2.80373  2.23303
H  -1.93712  1.02827  2.26037
H  -2.42942  1.91582  3.72503